Molecular formula: C42H80N12O14
Method: DFT, ωB97M-V with the def2-TZVPD basis set

Last column: Mulliken charge in e.
Positions of all 148 atoms, in Å:
O (3.2354, 1.0733, 7.1374)  -0.6118
N (2.1363, 0.7171, 7.5353)  1.0023
O (1.9455, 0.3930, 8.6825)  -0.6031
C (0.9865, 1.0012, 6.6676)  0.2492
C (-0.2876, 0.7881, 7.2198)  -0.5045
C (-1.3942, 0.8451, 6.3877)  -0.7139
C (-1.2456, 1.3806, 5.1040)  -0.6371
C (0.0073, 1.6183, 4.5829)  0.1379
C (1.1418, 1.5127, 5.4045)  -0.9704
H (-0.4391, 0.4925, 8.2468)  0.3804
H (-2.3477, 0.4969, 6.7603)  0.5286
H (-2.0318, 1.5154, 4.3683)  0.7259
H (0.2848, 1.5621, 3.5368)  0.4620
H (2.1367, 1.5938, 4.9876)  0.4885
O (-2.6075, -2.8811, -2.5195)  -0.5542
N (-3.7978, -3.1079, -2.3851)  1.0955
O (-4.6728, -2.6802, -3.1058)  -0.5898
C (-4.1701, -3.9019, -1.2048)  -0.0371
C (-5.4248, -4.5239, -1.1480)  -0.5060
C (-5.8702, -5.0043, 0.0628)  -0.6245
C (-4.9647, -5.1047, 1.1378)  -0.4006
C (-3.6572, -4.6638, 0.9940)  -1.0102
C (-3.2877, -3.9880, -0.1602)  0.4020
H (-6.0023, -4.6581, -2.0516)  0.4187
H (-6.8629, -5.4306, 0.0119)  0.3877
H (-5.1510, -5.5919, 2.0856)  0.3890
H (-3.0064, -4.8151, 1.8431)  0.4601
H (-2.2834, -3.5941, -0.2296)  0.5708
C (1.7334, -6.0586, -4.5813)  -0.9589
N (0.8857, -5.4070, -3.6066)  0.2601
C (-0.4853, -5.0667, -3.8901)  -0.6494
C (1.4236, -4.9975, -2.4425)  -0.1179
O (0.7988, -4.3688, -1.6027)  -0.5523
H (1.1121, -6.7413, -5.1714)  0.3879
H (2.5920, -6.5621, -4.1496)  0.3339
H (2.0453, -5.4296, -5.4243)  0.2912
H (-0.7343, -4.7684, -4.9093)  0.4117
H (-1.1165, -5.9258, -3.6423)  0.3583
H (-0.8656, -4.2463, -3.2881)  -0.1034
H (2.4225, -5.4277, -2.2826)  0.3828
C (-4.5430, 2.3628, -1.7997)  -1.1057
N (-5.0187, 1.2856, -0.9791)  0.3130
C (-4.7061, -0.0524, -1.4691)  -0.8831
C (-5.5689, 1.4951, 0.2414)  0.1127
O (-5.7676, 0.6803, 1.1115)  -0.5933
H (-4.4531, 2.1751, -2.8662)  0.3329
H (-3.5498, 2.6414, -1.4205)  0.4152
H (-5.1292, 3.2831, -1.7208)  0.3594
H (-5.4840, -0.7458, -1.1535)  0.4052
H (-4.6467, -0.0113, -2.5543)  0.3270
H (-3.7492, -0.4593, -1.1366)  0.2232
H (-5.6437, 2.5938, 0.3492)  0.2168
C (-1.4689, -0.4061, -0.1778)  -0.5266
N (-0.0682, -0.4272, 0.2719)  1.6794
C (0.3944, 0.6920, 1.1262)  0.6148
C (0.7557, -1.3095, -0.3063)  -0.7193
O (1.9795, -1.2559, -0.2128)  -0.2213
H (-1.8932, -1.4048, -0.2798)  -0.4750
H (-1.5616, -0.0462, -1.2059)  0.2861
H (-1.9732, 0.2092, 0.5644)  0.1341
H (1.4229, 0.6920, 1.4713)  -0.0184
H (0.1355, 1.6101, 0.6033)  0.2244
H (-0.2834, 0.6450, 1.9760)  -1.3678
H (0.1593, -2.0136, -0.9055)  0.1499
C (4.2375, -3.0612, -2.2000)  -0.8996
N (3.9336, -2.4323, -3.4565)  0.4192
C (4.8195, -2.9109, -4.5219)  -1.2095
C (2.8014, -1.7867, -3.8852)  0.1703
O (2.5681, -1.5445, -5.0491)  -0.7276
H (3.3198, -3.0819, -1.6015)  0.1317
H (5.0913, -2.7424, -1.6052)  0.2853
H (4.3287, -4.1277, -2.4402)  0.3408
H (5.8740, -2.9059, -4.2295)  0.3944
H (4.7093, -3.9798, -4.7350)  0.3218
H (4.7003, -2.2741, -5.3926)  0.3280
H (2.0364, -1.6774, -3.0988)  0.4111
C (-1.5675, -1.6769, 3.1516)  0.1099
N (-0.6371, -2.3091, 4.0491)  0.2886
C (0.5775, -2.8296, 3.4734)  -0.9716
C (-0.8925, -2.3705, 5.3950)  0.1350
O (-0.1551, -2.9634, 6.1537)  -0.6349
H (-1.7425, -2.2873, 2.2596)  -0.1359
H (-1.0342, -0.8112, 2.7363)  -0.3349
H (-2.4981, -1.3266, 3.5895)  0.4313
H (1.1392, -3.3012, 4.2763)  0.3929
H (0.3687, -3.5865, 2.7124)  0.2669
H (1.1665, -2.0445, 2.9918)  0.2783
H (-1.7387, -1.7437, 5.7094)  0.3328
C (1.3630, 1.6190, -5.8996)  -0.9582
N (0.3466, 1.9549, -4.8816)  0.2772
C (0.3670, 0.9950, -3.7806)  -0.5941
C (-0.4208, 3.0709, -4.8515)  -0.1094
O (-1.0471, 3.4050, -3.8659)  -0.4907
H (2.0951, 2.4050, -6.0694)  0.2996
H (0.7327, 1.3676, -6.7576)  0.4164
H (1.8558, 0.6902, -5.6283)  0.2469
H (0.4305, -0.0722, -3.9778)  0.4171
H (1.1947, 1.3192, -3.1443)  -0.1992
H (-0.5195, 1.1450, -3.1604)  0.2338
H (-0.3804, 3.5550, -5.8409)  0.3338
C (-4.1051, 4.9164, 1.1802)  -1.0406
N (-3.4055, 4.0247, 2.1186)  0.4278
C (-3.7085, 4.0715, 3.5498)  -0.7824
C (-2.4096, 3.2535, 1.6009)  -0.0523
O (-1.8833, 2.3566, 2.2337)  -0.3896
H (-3.7109, 5.9165, 1.3541)  0.3352
H (-5.1791, 4.8041, 1.3372)  0.4242
H (-3.9951, 4.6717, 0.1251)  0.1409
H (-3.2847, 5.0121, 3.9081)  0.2812
H (-4.7972, 4.0978, 3.5865)  0.2939
H (-3.2886, 3.2273, 4.0827)  0.2079
H (-2.1027, 3.5821, 0.5951)  0.2724
C (6.2956, -1.3217, 2.9221)  -1.0081
N (5.0261, -0.7169, 2.5949)  0.3554
C (4.2834, -1.2199, 1.4356)  -0.2061
C (4.4213, 0.1365, 3.4888)  -0.0997
O (3.4511, 0.8108, 3.2360)  -0.5107
H (6.8976, -1.4827, 2.0259)  0.3110
H (6.1863, -2.2859, 3.4308)  0.3591
H (6.9764, -0.7656, 3.5694)  0.3493
H (3.2791, -0.8135, 1.4644)  -0.4540
H (4.7124, -0.8220, 0.5152)  0.2543
H (4.2425, -2.3075, 1.4257)  0.3147
H (5.0507, 0.2053, 4.3972)  0.2750
C (-1.0855, 5.5406, -1.2925)  -0.7856
N (-0.5375, 5.6229, 0.0760)  0.3846
C (-0.8548, 6.8814, 0.7899)  -0.9717
C (0.4392, 4.8051, 0.5272)  -0.0635
O (0.8363, 3.7694, 0.0329)  -0.4186
H (-2.1718, 5.4806, -1.2354)  0.1926
H (-0.5958, 4.6611, -1.7036)  0.1364
H (-0.8670, 6.4355, -1.8773)  0.4294
H (-1.9370, 6.9193, 0.8775)  0.2600
H (-0.3821, 6.8836, 1.7679)  0.2976
H (-0.4352, 7.5875, 0.0711)  0.3752
H (0.6937, 5.2014, 1.5250)  0.2200
C (3.8518, 0.8989, -2.0553)  -0.2981
N (4.2257, 2.2791, -2.3276)  0.1880
C (3.3885, 3.3399, -1.8536)  -0.8819
C (5.4306, 2.5610, -2.8542)  0.1273
O (5.8498, 3.6894, -3.0666)  -0.6004
H (3.2515, 0.8495, -1.1430)  0.0157
H (4.6205, 0.1328, -2.0632)  0.3727
H (3.0719, 0.6077, -2.7668)  -0.0471
H (3.0709, 3.1660, -0.8257)  0.2791
H (3.8162, 4.3253, -2.0102)  0.3875
H (2.4702, 3.3862, -2.4557)  0.1564
H (5.9540, 1.6666, -3.2279)  0.3256

As for the SMILES: O=[N+]([O-])c1ccccc1.O=[N+]([O-])c1ccccc1.CN(C)C=O.CN(C)C=O.CN(C)C=O.CN(C)C=O.CN(C)C=O.CN(C)C=O.CN(C)C=O.CN(C)C=O.CN(C)C=O.CN(C)C=O. The total energy is -3358.51740 Eh. The value obtained for the LUMO energy is -0.78 eV. For the energy relative to the best compared isomer or geometry (same formula, charge and spin), the calculation gives 48.83 kcal/mol. As for the net charge: 0. For the HOMO energy, the calculation gives -8.71 eV.